[1]
Entry from OMol25: C36H28I2OP2PdS as an isolated structure (wB97M-V/def2-TZVPD).

Output
* highest occupied orbital energy: -13.40 eV
* 2S+1: 1
* electronic energy: -88914.9954 eV
* total charge: +2
* energy relative to the best compared isomer or geometry (same formula, charge and spin): 0.8 kcal per mole

Last column: Mulliken charge in e.
Cartesian coordinates (Å):
Pd 1.42 0.81 0.73  -0.839
O -0.20 3.98 1.52  -0.721
S -0.09 2.76 0.72  1.293
C -0.28 3.17 -1.03  0.000
C -0.74 4.41 -1.45  -0.354
C -0.87 4.65 -2.82  -0.757
C -0.57 3.66 -3.74  -0.722
C -0.10 2.43 -3.31  -0.260
C 0.07 2.18 -1.95  -0.559
P 0.74 0.61 -1.39  1.629
C 2.48 0.46 -1.77  0.427
C 3.14 -0.72 -1.35  -0.288
C 4.49 -0.86 -1.58  -0.746
C 5.20 0.15 -2.21  -0.650
C 4.55 1.32 -2.60  -0.799
C 3.20 1.48 -2.38  -0.705
C -0.31 -0.65 -2.09  1.165
C -1.69 -0.44 -2.08  -0.302
C -2.53 -1.37 -2.67  -0.833
C -2.01 -2.50 -3.26  -0.615
C -0.64 -2.72 -3.28  -0.860
C 0.22 -1.80 -2.70  -0.674
C -1.68 1.87 0.92  0.264
C -2.85 2.60 0.76  -0.698
C -4.08 2.02 1.04  -0.909
C -4.13 0.71 1.51  -0.971
C -2.97 -0.02 1.68  -0.270
C -1.73 0.53 1.36  0.346
P -0.23 -0.45 1.62  1.908
C -0.37 -2.14 1.01  0.910
C -1.47 -2.65 0.33  -0.612
C -1.44 -3.94 -0.17  -0.725
C -0.31 -4.73 0.00  -0.712
C 0.80 -4.22 0.67  -0.794
C 0.78 -2.94 1.17  -1.022
C 0.01 -0.45 3.41  1.507
C 0.02 -1.63 4.15  -0.776
C 0.19 -1.58 5.52  -0.726
C 0.33 -0.36 6.17  -0.693
C 0.29 0.82 5.44  -0.658
C 0.13 0.79 4.07  -0.921
H -0.96 5.16 -0.71  0.613
H -1.22 5.61 -3.16  0.461
H -0.69 3.85 -4.80  0.478
H 0.15 1.66 -4.04  0.584
H 2.58 -1.52 -0.86  0.299
H 5.00 -1.77 -1.27  0.480
H 6.25 0.04 -2.40  0.442
H 5.11 2.11 -3.09  0.469
H 2.70 2.39 -2.69  0.426
H -2.11 0.45 -1.63  0.415
H -3.60 -1.19 -2.67  0.484
H -2.67 -3.22 -3.73  0.479
H -0.23 -3.59 -3.76  0.502
H 1.29 -1.95 -2.75  0.510
H -2.79 3.63 0.44  0.516
H -4.99 2.58 0.91  0.475
H -5.09 0.27 1.75  0.478
H -3.03 -1.03 2.06  0.647
H -2.36 -2.05 0.19  0.444
H -2.30 -4.33 -0.69  0.516
H -0.30 -5.74 -0.38  0.454
H 1.68 -4.84 0.81  0.488
H 1.65 -2.55 1.68  0.582
H -0.10 -2.59 3.66  0.387
H 0.19 -2.50 6.09  0.454
H 0.46 -0.34 7.24  0.438
H 0.38 1.77 5.95  0.488
H 0.05 1.73 3.53  0.382
I 3.12 0.94 2.94  0.400
I 5.08 1.77 1.40  -0.067

=====

[2]
Entry from OMol25: C41H91N5O3 as an isolated structure in a non-equilibrium geometry (wB97M-V/def2-TZVPD).

Output
* highest occupied orbital energy: -16.67 eV
* 2S+1: 1
* electronic energy: -57496.8030 eV
* total charge: +4
* energy relative to the best compared isomer or geometry (same formula, charge and spin): 1252.3 kcal per mole

Last column: Mulliken charge in e.
Cartesian coordinates (Å):
O 10.15 15.42 -53.34  -0.094
C 10.19 15.85 -52.09  -2.199
O 9.20 15.76 -51.38  -0.574
O 11.29 16.27 -51.60  0.850
H 10.98 15.86 -53.52  1.878
C 7.77 18.98 -54.30  -1.364
C 7.79 17.54 -53.58  -0.392
C 7.05 16.51 -54.49  -1.651
N 6.78 15.14 -53.82  1.279
C 8.11 14.63 -53.20  -2.284
C 6.22 14.22 -54.91  -0.644
C 5.43 13.11 -54.22  -0.535
C 4.78 13.93 -53.07  -1.080
C 5.65 15.17 -52.79  0.170
H 6.94 19.68 -54.24  0.497
H 7.99 18.96 -55.37  0.430
H 8.51 19.67 -53.89  0.140
H 7.43 17.61 -52.56  1.046
H 8.83 17.23 -53.61  -1.228
H 7.63 16.36 -55.40  0.576
H 6.08 16.89 -54.81  0.653
H 8.19 15.26 -52.32  1.864
H 8.99 14.67 -53.85  0.007
H 7.92 13.63 -52.81  -0.246
H 7.02 13.72 -55.45  0.323
H 5.52 14.65 -55.63  0.633
H 5.95 12.24 -53.82  -0.301
H 4.69 12.68 -54.89  1.007
H 4.68 13.31 -52.18  0.777
H 3.81 14.34 -53.35  0.306
H 6.02 15.07 -51.77  -0.448
H 5.05 16.08 -52.81  0.792
C 10.93 12.18 -49.29  -0.638
C 10.72 12.36 -50.77  -0.357
C 12.02 12.59 -51.48  -0.279
N 11.96 12.77 -53.04  0.331
C 11.15 11.65 -53.66  0.310
C 11.39 14.17 -53.47  0.054
C 12.55 15.06 -53.87  -0.625
C 13.82 14.33 -53.36  0.360
C 13.40 12.87 -53.56  -0.517
H 11.57 11.31 -49.10  0.521
H 10.00 12.19 -48.72  0.239
H 11.46 13.01 -48.83  -0.338
H 10.11 13.25 -50.93  -0.762
H 10.13 11.51 -51.12  0.727
H 12.73 11.77 -51.37  1.544
H 12.53 13.43 -51.03  -1.559
H 11.70 10.74 -53.44  0.453
H 11.04 11.76 -54.74  0.557
H 10.15 11.76 -53.24  -0.876
H 10.65 14.05 -54.26  0.070
H 10.96 14.61 -52.57  0.464
H 12.57 15.45 -54.89  0.532
H 12.67 15.95 -53.27  1.485
H 14.76 14.58 -53.87  0.608
H 13.93 14.54 -52.30  -0.783
H 13.26 12.56 -54.60  0.545
H 13.99 12.08 -53.08  0.344
C 10.19 22.55 -52.28  -1.607
C 10.48 21.09 -52.31  0.094
C 9.83 20.25 -51.16  -0.513
N 9.92 18.71 -51.47  1.212
C 9.31 17.99 -50.21  -0.970
C 11.41 18.24 -51.47  -0.090
C 11.70 17.91 -52.93  -0.771
C 10.43 18.16 -53.72  -0.958
C 9.31 18.25 -52.71  -0.505
H 10.73 23.07 -51.49  0.401
H 9.13 22.73 -52.10  0.364
H 10.54 23.13 -53.13  0.415
H 11.55 20.86 -52.38  0.269
H 10.09 20.89 -53.31  0.005
H 8.80 20.59 -51.09  0.369
H 10.37 20.30 -50.21  0.602
H 9.78 18.28 -49.27  0.427
H 9.33 16.91 -50.36  0.337
H 8.28 18.34 -50.11  0.845
H 11.42 17.30 -50.91  -0.499
H 12.06 19.01 -51.06  1.655
H 11.99 16.86 -52.95  -0.927
H 12.41 18.68 -53.21  0.928
H 10.15 17.22 -54.20  1.004
H 10.36 18.97 -54.44  0.575
H 8.77 17.34 -52.43  -1.044
H 8.51 18.93 -53.02  0.666
C 8.32 15.91 -48.44  -0.740
C 9.87 15.75 -48.21  -1.249
C 10.76 16.51 -49.20  0.613
N 12.26 16.23 -48.97  0.565
C 12.70 16.65 -47.51  -0.897
C 13.16 16.99 -49.94  -0.467
C 13.89 16.07 -50.89  -0.169
C 13.96 14.83 -50.05  -1.202
C 12.69 14.80 -49.19  -0.801
H 7.86 15.45 -49.32  -0.159
H 7.94 16.93 -48.46  0.515
H 7.97 15.36 -47.57  0.562
H 10.10 14.69 -48.13  0.124
H 10.02 16.23 -47.24  0.642
H 10.70 17.57 -48.96  0.661
H 10.59 16.34 -50.27  -2.345
H 12.01 16.35 -46.73  0.276
H 12.66 17.74 -47.64  0.477
H 13.71 16.35 -47.23  0.350
H 13.85 17.59 -49.35  0.774
H 12.59 17.77 -50.44  -0.830
H 14.84 16.46 -51.25  0.603
H 13.25 15.96 -51.77  -1.187
H 14.88 14.81 -49.47  0.345
H 13.95 13.90 -50.63  1.018
H 12.75 14.10 -48.36  1.303
H 11.96 14.38 -49.88  -0.801
C 9.22 14.44 -50.34  -0.298
C 8.10 13.55 -50.72  -0.620
C 8.67 12.20 -51.14  -1.992
N 7.55 11.31 -51.67  0.559
C 6.64 10.95 -50.42  -0.898
C 6.64 11.95 -52.78  0.431
C 5.99 10.75 -53.49  -0.379
C 7.06 9.67 -53.43  -1.227
C 8.04 9.97 -52.28  -0.231
H 9.68 14.87 -51.22  1.436
H 10.02 13.89 -49.84  -0.162
H 8.93 15.33 -49.79  -0.230
H 7.44 13.98 -51.47  0.373
H 7.56 13.43 -49.77  1.548
H 9.13 11.56 -50.38  0.838
H 9.35 12.32 -51.98  -1.667
H 5.89 10.18 -50.63  0.427
H 6.15 11.87 -50.12  0.384
H 7.30 10.60 -49.63  0.362
H 5.88 12.51 -52.25  -0.529
H 7.33 12.50 -53.42  0.542
H 5.09 10.45 -52.96  0.492
H 5.65 10.92 -54.51  0.526
H 6.65 8.68 -53.23  0.375
H 7.64 9.75 -54.35  0.390
H 8.26 9.26 -51.49  0.611
H 8.99 10.11 -52.80  0.079

=====

[3]
Entry from OMol25: a 3-piece molecular cluster, C3H11NO3S overall in a non-equilibrium geometry (wB97M-V/def2-TZVPD).

Output
* highest occupied orbital energy: -9.39 eV
* 2S+1: 1
* electronic energy: -21756.0075 eV
* structure (SMILES): N[C@H](C=O)CS.O.O
* energy relative to the best compared isomer or geometry (same formula, charge and spin): 44.7 kcal per mole

Last column: natural (NBO) charge in e.
Cartesian coordinates (Å):
O -1.42 -1.60 1.20  -0.505
C -1.67 -1.32 0.05  0.418
C -1.36 0.07 -0.45  -0.167
C -1.14 0.01 -1.97  -0.507
S -1.26 1.71 -2.68  -0.074
N -0.22 0.70 0.16  -0.853
H -1.91 -2.15 -0.63  0.124
H -2.27 0.61 -0.14  0.200
H -0.10 -0.31 -2.13  0.236
H -1.81 -0.64 -2.54  0.229
H -2.46 2.22 -2.33  0.133
H 0.30 1.43 -0.32  0.385
H -0.36 1.09 1.08  0.380
H 3.00 -1.01 -1.11  0.471
H 3.63 -0.45 0.24  0.479
O 3.51 -1.22 -0.32  -0.950
H 2.32 0.32 4.56  0.465
H 1.35 -0.12 3.54  0.472
O 1.88 0.66 3.78  -0.936

=====

[4]
Entry from OMol25: a 2-piece molecular cluster, C3H10Si3 overall in a non-equilibrium geometry (wB97M-V/def2-TZVPD).

Output
* highest occupied orbital energy: -8.88 eV
* 2S+1: 1
* electronic energy: -26899.3630 eV
* structure (SMILES): [SiH3]C1=C=C1[SiH3].[SiH4]
* energy relative to the best compared isomer or geometry (same formula, charge and spin): 74.2 kcal per mole

Last column: natural (NBO) charge in e.
Cartesian coordinates (Å):
C 0.97 -0.75 1.00  -0.483
C 1.12 0.57 0.95  -0.345
C 0.83 -0.12 2.23  -0.045
Si 1.08 -2.30 0.00  0.844
Si 1.47 2.11 -0.14  0.842
Si -2.57 0.28 -0.33  0.634
H -1.24 0.54 0.11  -0.171
H -0.16 -3.26 0.28  -0.129
H 2.47 -2.86 0.39  -0.121
H 0.95 -2.03 -1.38  -0.167
H 1.38 3.26 0.72  -0.124
H 0.26 2.14 -1.01  -0.145
H 2.52 1.61 -1.02  -0.125
H -2.48 1.01 -1.53  -0.175
H -3.63 0.91 0.44  -0.146
H -2.98 -1.10 -0.70  -0.143

=====

[5]
Entry from OMol25: a 5-piece molecular cluster, C3H14O5 overall in a non-equilibrium geometry (wB97M-V/def2-TZVPD).

Output
* highest occupied orbital energy: -8.81 eV
* 2S+1: 1
* electronic energy: -13573.9548 eV
* structure (SMILES): C/C=C/O.O.O.O.O
* energy relative to the best compared isomer or geometry (same formula, charge and spin): 47.1 kcal per mole

Last column: natural (NBO) charge in e.
Cartesian coordinates (Å):
C 2.14 -2.00 -0.48  -0.640
C 3.04 -0.82 -0.65  -0.312
C 3.29 0.07 0.32  0.141
O 3.90 1.27 0.09  -0.677
H 2.33 -2.66 -1.33  0.219
H 2.07 -2.43 0.51  0.220
H 1.10 -1.75 -0.67  0.200
H 3.37 -0.63 -1.69  0.193
H 3.13 -0.15 1.38  0.181
H 3.79 1.45 -0.86  0.475
H -3.70 0.10 -1.63  0.496
H -3.10 1.62 -1.44  0.495
O -3.03 0.68 -1.26  -0.987
H -1.78 -2.12 -0.16  0.463
H -3.12 -1.31 -0.22  0.491
O -2.73 -2.20 -0.19  -0.963
H -2.78 0.73 0.99  0.472
H -2.53 -0.67 1.82  0.489
O -3.15 -0.07 1.40  -0.956
H -1.65 2.17 1.01  0.454
H -0.37 2.47 0.19  0.474
O -0.98 2.84 0.83  -0.928

=====

[6]
Entry from OMol25: C19H43ErOP3S as an isolated structure in a non-equilibrium geometry (wB97M-V/def2-TZVPD).

Output
* highest occupied orbital energy (spin up / spin down): -16.97 / -16.97 eV
* 2S+1: 4
* electronic energy: -88742.4640 eV
* total charge: +3

Last column: natural (NBO) charge in e.
Cartesian coordinates (Å):
Er 0.80 -0.26 0.21  1.548
P -1.09 -1.82 -1.44  0.731
P 2.06 -0.25 -2.30  0.754
P -1.86 0.06 1.93  0.780
H 2.97 1.47 -0.46  0.319
C 2.69 0.96 0.48  -0.535
C 2.92 -0.40 0.77  -0.559
H 3.17 -1.08 -0.09  0.288
C -2.49 -0.82 -2.08  -0.929
C -0.93 -3.07 -2.80  -0.907
C -1.98 -2.89 -0.25  -0.926
C 3.51 0.64 -2.96  -0.932
C 2.49 -1.92 -2.83  -0.930
C 0.67 -0.04 -3.52  -0.912
C -1.50 1.10 3.42  -0.911
C -2.98 -1.18 2.66  -0.927
C -3.18 0.97 1.03  -0.914
H 2.92 1.68 1.29  0.294
H 3.48 -0.54 1.75  0.318
H -3.07 -1.41 -2.80  0.279
H -2.17 0.10 -2.59  0.240
H -3.15 -0.54 -1.24  0.254
H -1.95 -3.43 -3.04  0.272
H -0.33 -3.94 -2.48  0.258
H -0.49 -2.65 -3.72  0.244
H -2.76 -3.43 -0.80  0.271
H -2.44 -2.28 0.54  0.245
H -1.30 -3.61 0.23  0.243
H 3.68 0.51 -4.05  0.292
H 4.46 0.34 -2.47  0.273
H 3.17 1.65 -2.67  0.239
H 2.67 -1.84 -3.91  0.273
H 1.59 -2.52 -2.62  0.231
H 3.37 -2.28 -2.29  0.250
H 1.12 0.35 -4.45  0.283
H -0.12 0.64 -3.18  0.233
H 0.23 -1.06 -3.66  0.245
H -2.12 0.90 4.31  0.273
H -1.61 2.14 3.11  0.261
H -0.44 0.92 3.68  0.224
H -3.35 -0.75 3.60  0.272
H -2.43 -2.10 2.85  0.247
H -3.81 -1.38 1.99  0.252
H -3.51 1.78 1.68  0.272
H -4.03 0.30 0.83  0.257
H -2.81 1.38 0.07  0.207
C -0.11 3.30 0.32  0.231
C -0.81 4.31 -0.39  -0.270
C -0.99 5.61 0.17  -0.145
C -0.49 5.89 1.44  -0.181
C 0.18 4.88 2.14  -0.182
C 0.29 3.57 1.62  -0.257
O -0.11 2.02 -0.41  -0.805
H -1.09 2.09 -0.99  0.554
H -1.16 4.11 -1.36  0.217
H -1.54 6.37 -0.40  0.258
H -0.61 6.84 1.95  0.258
H 0.62 5.20 3.10  0.254
H 0.81 2.83 2.23  0.201
C 1.44 -3.74 0.84  -0.711
S 0.76 -2.40 1.90  0.216
C 1.84 -2.33 3.34  -0.719
H 0.74 -4.59 0.85  0.273
H 2.39 -4.03 1.27  0.264
H 1.58 -3.35 -0.22  0.225
H 1.25 -2.59 4.24  0.284
H 2.64 -3.07 3.20  0.267
H 2.26 -1.31 3.39  0.230

=====

[7]
Entry from OMol25: C31H50P2Ru as an isolated structure in a non-equilibrium geometry (wB97M-V/def2-TZVPD).

Output
* highest occupied orbital energy (spin up / spin down): -12.24 / -13.77 eV
* 2S+1: 5
* electronic energy: -54100.1424 eV
* total charge: +2

Last column: Mulliken charge in e.
Cartesian coordinates (Å):
Ru -0.52 0.58 -0.38  -0.496
C -0.69 -1.93 0.46  0.844
C 0.68 -2.18 0.22  0.631
C 0.58 -0.28 1.55  1.210
C -0.80 -0.74 1.31  -0.034
C 1.45 -1.21 0.91  0.448
C -1.82 -2.82 0.12  -1.812
H -1.60 -3.42 -0.77  0.439
H -2.75 -2.25 -0.05  0.319
H -2.02 -3.51 0.96  0.383
C -1.92 -0.53 2.27  -1.465
H -2.88 -0.64 1.77  0.370
H -1.85 0.45 2.74  0.258
H -1.86 -1.28 3.07  0.358
C 0.97 0.66 2.62  -1.056
H 0.96 0.11 3.58  0.312
H 0.27 1.49 2.70  0.043
H 1.97 1.06 2.46  0.447
C 2.93 -1.24 1.08  -1.637
H 3.21 -1.83 1.97  0.370
H 3.33 -0.22 1.22  0.382
H 3.41 -1.70 0.21  0.445
C 1.25 -3.33 -0.53  -1.752
H 1.57 -4.12 0.15  0.386
H 2.12 -3.02 -1.13  0.433
H 0.49 -3.75 -1.21  0.404
C -1.98 0.93 -6.13  -0.141
C -1.87 -0.40 -6.22  -0.431
C -1.11 -1.08 -7.33  -1.031
C 0.31 -0.50 -7.63  -0.900
C 1.02 0.06 -6.43  -0.255
C 0.97 1.35 -6.05  -0.414
C 0.06 2.39 -6.67  -0.549
C -1.34 1.89 -7.09  -1.266
H -1.71 -1.03 -8.26  0.380
H 0.24 0.25 -8.43  0.294
H -0.99 -2.15 -7.10  0.358
H -1.30 1.46 -8.10  0.315
H -2.66 1.40 -5.41  0.696
H -2.50 -1.06 -5.62  0.725
H -2.00 2.78 -7.16  0.422
H -0.07 3.22 -5.95  0.282
H 1.70 1.73 -5.34  0.593
H 0.57 2.82 -7.54  0.472
H 0.92 -1.33 -8.02  0.426
H 1.68 -0.65 -5.93  0.411
P -1.37 0.38 -2.45  0.848
P 1.30 1.59 -1.26  1.190
C -0.54 1.73 -3.39  0.536
C 0.58 2.51 -2.69  -0.813
H -1.33 2.43 -3.73  0.853
H -0.16 1.23 -4.29  -1.501
H 1.41 2.72 -3.39  0.675
H 0.20 3.48 -2.32  0.081
C 2.26 2.71 -0.22  -1.185
H 2.87 2.13 0.49  0.290
H 1.61 3.38 0.35  0.117
H 2.93 3.31 -0.85  0.515
C 2.47 0.41 -1.96  -1.217
H 2.88 0.78 -2.91  0.588
H 1.99 -0.56 -2.13  0.103
H 3.28 0.26 -1.24  0.465
C -3.13 0.51 -2.65  -1.383
H -3.61 -0.26 -2.03  0.420
H -3.41 0.37 -3.70  0.412
H -3.47 1.49 -2.30  0.477
C -0.83 -1.22 -3.10  -0.624
H 0.19 -1.44 -2.76  -0.026
H -0.88 -1.23 -4.19  -0.088
H -1.50 -1.98 -2.67  0.376
C -1.71 2.19 0.12  -1.370
C -1.21 3.25 1.06  0.853
C -1.47 3.18 2.44  -0.716
C -0.96 4.14 3.31  -0.560
C -0.24 5.23 2.83  -0.746
C -0.07 5.37 1.44  -0.405
C -0.57 4.41 0.57  -0.521
H -2.57 1.65 0.56  0.724
H -2.01 2.63 -0.84  0.704
H -2.11 2.37 2.81  0.600
H -1.15 4.04 4.38  0.443
H 0.17 5.98 3.51  0.429
H 0.45 6.24 1.05  0.457
H -0.49 4.55 -0.52  0.381

=====

[8]
Entry from OMol25: one molecule with the formula CH2N4O in a non-equilibrium geometry (wB97M-V/def2-TZVPD).

Output
* highest occupied orbital energy: -10.41 eV
* 2S+1: 1
* electronic energy: -9072.5778 eV
* structure (SMILES): [H]/N=c1\nn[nH]o1
* energy relative to the best compared isomer or geometry (same formula, charge and spin): 85.8 kcal per mole

Last column: natural (NBO) charge in e.
Cartesian coordinates (Å):
C 0.39 0.52 -0.44  0.581
H 1.47 0.47 -2.18  0.406
H -1.48 -0.09 1.61  0.350
N 1.28 0.97 -1.16  -0.650
N 0.03 -0.84 -0.63  -0.200
N -0.67 -1.32 0.22  0.053
N -0.59 -0.35 1.35  -0.177
O -0.34 0.92 0.59  -0.363

=====

no.,M (g/mol)
1,930.86
2,702.21
3,141.19
4,130.37
5,130.14
6,579.80
7,585.76
8,86.05